Entry 1:
Here is a molecular structure, C15H14N2O5S from the OMol25 dataset. Energies are from ωB97M-V with the def2-TZVPD basis set.

The max |F| comes out at 18.5 eV Å⁻¹. The LUMO energy is -1.111 eV. The value obtained for the HOMO-LUMO gap is 6.6361 eV. The value obtained for the energy above the lowest of the compared OMol25 structures with the same formula, charge and spin is 1434.1 kJ/mol. The value obtained for the energy is -1463.3750 Eh.

Geometry as ORCA input:
```
! wB97M-V def2-TZVPD RIJCOSX def2/J DEFGRID3
* xyz 0 1
O 1.361 -2.468 -1.612
C 0.793 -1.540 -1.126
N 0.033 -1.514 -0.111
C -0.439 -2.381 0.775
C -0.296 -3.623 0.586
C -0.519 -4.579 1.469
C -1.201 -4.125 2.609
C -1.701 -2.931 2.587
C -1.225 -1.923 1.738
H -1.451 -0.919 2.039
O -2.259 -2.868 3.649
C -2.561 -4.091 4.130
O -2.061 -4.959 3.539
H -3.555 -4.437 4.300
H -2.250 -4.170 5.259
H -0.186 -5.630 1.307
H 0.483 -3.905 -0.154
H -0.211 -0.332 0.219
C 1.106 -0.184 -1.878
N 1.940 0.876 -0.899
S 0.862 1.986 -0.073
O 1.962 2.375 1.065
O -0.282 1.357 0.215
C 0.951 3.341 -1.116
C -0.548 3.408 -2.059
C -0.544 4.465 -2.703
C 0.478 5.451 -2.828
C 1.808 5.027 -2.395
C 1.962 4.202 -1.323
H 2.804 3.914 -0.739
H 2.624 5.715 -2.568
H 0.388 6.203 -3.737
H -1.424 4.675 -3.247
H -1.342 2.954 -1.522
H 2.576 0.544 -0.391
H 0.317 0.303 -2.210
H 1.606 -0.222 -2.795
*
```

Atom charges from the Löwdin analysis, given in e for atoms 1 to 6: number 1, O, carries 0.0853; number 2, C, carries -0.5224; number 3, N, carries 0.1504; number 4, C, carries -0.3474; number 5, C, carries -0.0785; number 6, C, carries 0.0480

***

Entry 2:
Here is a single C19H18BClN2O4 molecule from the OMol25 dataset. Energies are from ωB97M-V with the def2-TZVPD basis set.

The max |F| comes out at 2.4 eV Å⁻¹. As for the SMILES: N#Cc1ccccc1CC(=O)N[C@@H](C[C@H]1COc2c(Cl)cccc21)B(O)O. The LUMO energy is 0.328 eV. The value obtained for the HOMO-LUMO gap is 8.9845 eV. The value obtained for the energy above the lowest of the compared OMol25 structures with the same formula, charge and spin is 0.0 kJ/mol. The value obtained for the energy is -1630.4610 Eh.

Geometry as ORCA input:
```
! wB97M-V def2-TZVPD RIJCOSX def2/J DEFGRID3
* xyz 0 1
N -1.391 -3.832 -0.840
O 1.708 0.418 1.666
Cl 0.138 -2.364 -3.396
C -0.694 -3.726 0.067
O 0.940 2.840 2.667
O 0.330 4.780 1.332
O 0.958 0.534 -3.098
B 0.667 3.421 1.481
C 0.741 0.189 0.954
C 0.859 -4.319 3.339
C 1.338 -3.063 3.635
C -2.801 -0.255 -1.668
C -2.076 -1.312 -2.235
C 0.185 -4.561 2.182
C 1.160 -2.038 2.742
C -2.350 1.039 -1.748
C -0.856 -1.096 -2.789
C 0.020 -3.541 1.278
C -0.317 0.173 -2.723
C 0.498 -2.252 1.553
C -1.075 1.245 -2.214
N -0.055 1.247 0.562
C 0.440 -1.195 0.485
C 1.103 1.940 -2.797
C -0.084 3.216 -0.890
C -0.238 2.492 -2.238
C 0.614 2.468 0.197
H 1.231 1.911 2.438
H 0.256 5.204 2.190
H 1.077 -5.127 4.031
H 1.778 -2.869 4.577
H -3.790 -0.432 -1.267
H -2.412 -2.346 -2.101
H -0.134 -5.576 1.948
H 1.573 -1.043 2.880
H -2.904 1.864 -1.339
H -0.826 1.090 -0.063
H 1.163 -1.460 -0.288
H -0.514 -1.207 -0.041
H 1.952 2.078 -2.097
H 1.378 2.446 -3.735
H -1.072 3.493 -0.538
H 0.453 4.152 -1.051
H -0.644 3.129 -2.999
H 1.671 2.247 -0.051
*
```

Atom charges from the Löwdin analysis, given in e for atoms 1 to 6: number 1, N, carries 0.1903; number 2, O, carries 0.0488; number 3, Cl, carries 0.7300; number 4, C, carries -0.1503; number 5, O, carries 0.1772; number 6, O, carries 0.1410

***

Entry 3:
Here is 2 unconnected molecules or ions with the total composition C4H5NO from the OMol25 dataset. Energies are from ωB97M-V with the def2-TZVPD basis set.

The max |F| comes out at 0.9 eV Å⁻¹. As for the SMILES: C#[N+][O-].C#CC. The LUMO energy is 0.889 eV. The value obtained for the HOMO-LUMO gap is 10.7586 eV. The value obtained for the energy above the lowest of the compared OMol25 structures with the same formula, charge and spin is 474.2 kJ/mol. The value obtained for the energy is -285.2340 Eh.

Geometry as ORCA input:
```
! wB97M-V def2-TZVPD RIJCOSX def2/J DEFGRID3
* xyz 0 1
C 0.859 0.423 1.488
C 1.291 0.107 0.125
C 1.656 -0.152 -0.993
C -1.625 -0.391 -1.531
N -2.410 -0.381 -0.679
O -3.252 -0.373 0.183
H 0.749 -0.489 2.082
H 1.596 1.065 1.982
H -0.104 0.944 1.485
H 1.998 -0.384 -1.978
H -0.771 -0.373 -2.166
*
```

Atom charges from the Löwdin analysis, given in e for atoms 1 to 6: number 1, C, carries -0.1053; number 2, C, carries -0.2044; number 3, C, carries 0.0645; number 4, C, carries 0.1425; number 5, N, carries -0.2227; number 6, O, carries 0.0015